# 1
ORCA calculation (the ωB97M-V functional and the def2-TZVPD basis) on a molecular structure, C18H23FN6O3PtS.

Computed properties:
Energy relative to the best compared isomer or geometry (same formula, charge and spin) = 0.0000 eV
Total charge = +2
HOMO-LUMO gap = 8.15 eV
Strongest force on any atom = 0.7 eV/Å
Spin multiplicity = 1
LUMO level = -5.08 eV
HOMO = -13.23 eV

Last column: natural (NBO) charge in e.
Element x y z (Å)
Pt 4.725 0.627 -0.557  0.793
N 6.739 0.566 -0.202  -0.566
N 7.382 1.817 -0.253  -0.432
C 6.671 2.935 -0.496  0.308
N 7.341 4.078 -0.592  -0.742
S 4.980 2.899 -0.632  -0.023
H 6.863 0.136 0.714  0.425
H 7.128 -0.052 -0.915  0.425
H 8.390 1.822 -0.205  0.413
H 8.341 4.140 -0.501  0.419
H 6.833 4.925 -0.789  0.437
F -1.528 2.961 -0.460  -0.316
C -1.167 1.668 -0.350  0.350
C 0.154 1.364 -0.483  -0.185
C 0.590 0.038 -0.386  -0.161
C 1.988 -0.292 -0.576  0.510
O 2.764 0.629 -0.997  -0.650
C 2.361 -1.634 -0.360  -0.318
C 1.377 -2.556 -0.108  0.184
N 0.075 -2.272 0.017  -0.341
C -0.881 -3.355 0.166  -0.083
C -1.627 -3.521 1.459  -0.426
C -0.553 -4.494 1.075  -0.404
C -0.355 -0.959 -0.117  0.277
C -1.709 -0.625 0.007  -0.288
C -2.152 0.680 -0.131  0.143
N -3.531 0.960 -0.016  -0.453
C -4.020 2.341 0.034  -0.233
C -5.526 2.322 0.332  -0.237
N -5.837 1.058 1.075  -0.492
C -5.705 -0.124 0.151  -0.224
C -4.471 0.103 -0.731  -0.243
C 3.766 -2.195 -0.442  0.780
O 3.908 -3.389 -0.562  -0.594
O 4.756 -1.360 -0.303  -0.765
H 0.866 2.151 -0.684  0.266
H 1.661 -3.597 -0.027  0.268
H -1.404 -3.578 -0.756  0.231
H -2.660 -3.836 1.401  0.229
H -1.399 -2.837 2.266  0.232
H -0.825 -5.488 0.751  0.249
H 0.367 -4.443 1.639  0.238
H -2.416 -1.407 0.237  0.232
H -3.864 2.889 -0.898  0.228
H -3.499 2.872 0.827  0.235
H -6.136 2.311 -0.569  0.230
H -5.819 3.174 0.940  0.253
H -6.766 1.086 1.495  0.450
H -5.154 0.956 1.828  0.443
H -6.617 -0.182 -0.439  0.239
H -5.623 -1.014 0.772  0.234
H -4.759 0.558 -1.686  0.209
H -4.023 -0.857 -0.965  0.249

# 2
ORCA calculation (the ωB97M-V functional and the def2-TZVPD basis) on a molecular structure, C64H45HfN9O2Se at a distorted geometry.

Computed properties:
Energy relative to the best compared isomer or geometry (same formula, charge and spin) = 0.7804 eV
Total charge = 0
HOMO-LUMO gap = 5.77 eV
Strongest force on any atom = 1.7 eV/Å
Spin multiplicity = 1
LUMO level = -1.12 eV
HOMO = -6.90 eV

Last column: Löwdin charge in e.
Element x y z (Å)
Hf -0.140 -0.087 -0.395  1.602
C 0.656 -6.824 3.232  -0.088
C 0.232 -5.599 3.730  -0.073
C 0.069 -4.521 2.873  -0.028
C 0.337 -4.649 1.514  -0.200
C 0.751 -5.882 1.020  -0.035
C 0.909 -6.964 1.875  -0.076
C 0.154 -3.470 0.621  -0.067
C 1.269 -2.952 -0.029  -0.240
C 2.600 -3.457 0.129  0.016
C 3.409 -2.680 -0.629  0.012
C 2.573 -1.696 -1.252  -0.238
C 3.027 -0.700 -2.121  -0.069
C 4.472 -0.696 -2.488  -0.196
C 5.274 0.392 -2.150  -0.029
C 6.625 0.399 -2.466  -0.072
C 7.191 -0.682 -3.127  -0.089
C 6.398 -1.767 -3.474  -0.076
C 5.048 -1.774 -3.156  -0.036
C 2.220 0.294 -2.643  -0.230
N 0.898 0.533 -2.318  0.025
C 0.544 1.638 -3.051  -0.217
C -0.721 2.202 -3.128  -0.063
C -0.867 3.454 -3.926  -0.207
C -1.504 3.464 -5.163  -0.041
C -1.615 4.644 -5.883  -0.080
C -1.094 5.824 -5.367  -0.088
C -0.452 5.818 -4.138  -0.064
C -0.329 4.634 -3.426  -0.027
C -1.850 1.610 -2.580  -0.243
C -3.196 2.052 -2.839  0.012
C -4.018 1.162 -2.249  0.020
C -3.183 0.188 -1.592  -0.248
N -1.858 0.480 -1.810  -0.019
C -3.675 -0.875 -0.857  -0.079
C -2.878 -1.837 -0.230  -0.241
C -3.379 -2.966 0.489  -0.004
C -2.308 -3.665 0.935  0.018
C -1.140 -2.977 0.488  -0.231
N -1.505 -1.839 -0.204  0.014
C -5.154 -1.002 -0.706  -0.207
C -5.846 -2.068 -1.274  -0.038
C -7.221 -2.174 -1.127  -0.076
C -7.922 -1.216 -0.406  -0.089
C -7.239 -0.154 0.169  -0.073
C -5.864 -0.047 0.019  -0.042
C 1.644 2.081 -3.864  0.024
C 2.667 1.244 -3.628  0.014
N 1.273 -1.860 -0.871  0.029
H 0.783 -7.667 3.898  0.101
H 0.024 -5.485 4.787  0.102
H -0.276 -3.564 3.248  0.100
H 0.940 -5.992 -0.040  0.124
H 1.222 -7.921 1.478  0.103
H 2.880 -4.295 0.744  0.114
H 4.477 -2.756 -0.745  0.113
H 4.826 1.236 -1.641  0.103
H 7.235 1.253 -2.198  0.103
H 8.244 -0.676 -3.377  0.101
H 6.829 -2.609 -3.999  0.103
H 4.426 -2.616 -3.435  0.123
H -1.907 2.540 -5.562  0.122
H -2.106 4.643 -6.847  0.101
H -1.189 6.747 -5.925  0.100
H -0.053 6.732 -3.719  0.106
H 0.187 4.615 -2.474  0.113
H -3.461 2.917 -3.422  0.117
H -5.095 1.148 -2.267  0.117
H -4.420 -3.197 0.634  0.116
H -2.310 -4.587 1.491  0.121
H -5.300 -2.812 -1.840  0.123
H -7.747 -3.005 -1.579  0.103
H -8.995 -1.297 -0.295  0.101
H -7.776 0.595 0.736  0.104
H -5.327 0.778 0.472  0.121
H 1.607 2.914 -4.546  0.122
H 3.641 1.246 -4.086  0.119
C -4.009 -1.540 3.716  -0.054
C -3.419 -2.094 4.836  -0.061
C -2.072 -1.847 5.064  -0.021
C -1.363 -1.073 4.152  -0.234
N -1.910 -0.604 3.030  0.117
C -3.206 -0.809 2.848  -0.147
C 0.023 -0.640 4.510  -0.236
C 0.934 -1.537 5.063  -0.027
C 2.131 -1.053 5.561  -0.075
C 2.382 0.307 5.484  -0.085
C 1.431 1.112 4.873  -0.140
N 0.274 0.662 4.400  0.150
H -5.061 -1.665 3.502  0.105
H -3.998 -2.678 5.541  0.106
H -1.584 -2.210 5.959  0.112
H -3.631 -0.357 1.958  0.082
H 0.709 -2.595 5.098  0.097
H 2.853 -1.728 6.004  0.107
H 3.292 0.737 5.879  0.101
H 1.599 2.178 4.768  0.110
Se -1.334 1.827 1.068  0.701
C -1.094 3.568 0.327  -0.626
C -2.161 4.261 -0.239  -0.126
C -2.006 5.599 -0.569  -0.168
N -0.879 6.288 -0.393  0.047
C 0.142 5.612 0.134  -0.165
C 0.086 4.280 0.511  -0.124
H -3.108 3.766 -0.405  0.089
H -2.839 6.146 -0.999  0.102
H 1.062 6.171 0.272  0.103
H 0.947 3.810 0.964  0.083
C 4.849 3.043 0.687  -0.019
N 3.839 2.012 0.884  -0.041
C 4.012 1.076 1.860  -0.036
C 3.097 0.124 2.119  0.026
C 1.915 0.180 1.319  -0.498
O 0.916 -0.603 1.470  -0.161
N 1.772 1.057 0.323  0.071
C 2.704 2.020 0.052  -0.509
O 2.600 2.845 -0.834  0.062
H 5.837 2.608 0.827  0.090
H 4.709 3.865 1.390  0.097
H 4.752 3.430 -0.323  0.086
H 4.939 1.155 2.414  0.133
H 3.221 -0.627 2.880  0.111

# 3
ORCA calculation (the ωB97M-V functional and the def2-TZVPD basis) on a single CH6FN2OP molecule at a distorted geometry.

Computed properties:
Energy relative to the best compared isomer or geometry (same formula, charge and spin) = 1.7051 eV
Total charge = 0
HOMO-LUMO gap = 10.11 eV
Strongest force on any atom = 3.1 eV/Å
Spin multiplicity = 1
LUMO level = 0.96 eV
SMILES = NP(F)NCO
HOMO = -9.15 eV

Last column: natural (NBO) charge in e.
Element x y z (Å)
C 1.233 1.097 0.225  0.064
N -1.797 -1.360 -0.620  -1.232
N 0.065 0.510 -0.395  -0.944
O 1.103 1.455 1.585  -0.717
F 0.681 -1.746 -0.842  -0.586
P -0.352 -1.059 0.217  1.423
H 1.670 2.025 -0.234  0.187
H 1.000 0.653 2.079  0.464
H 1.875 0.254 -0.006  0.162
H -1.984 -1.686 -1.545  0.414
H -2.720 -1.114 -0.168  0.403
H -0.775 0.969 -0.297  0.363

# 4
ORCA calculation (the ωB97M-V functional and the def2-TZVPD basis) on 5 unconnected molecules or ions with the total composition C9H28O5 at a distorted geometry.

Computed properties:
Energy relative to the best compared isomer or geometry (same formula, charge and spin) = 1.4169 eV
Total charge = 0
HOMO-LUMO gap = 9.86 eV
Strongest force on any atom = 1.0 eV/Å
Spin multiplicity = 1
LUMO level = 0.32 eV
SMILES = CC(C)O.CC(C)O.CO.CO.CO
HOMO = -9.54 eV

Last column: natural (NBO) charge in e.
Element x y z (Å)
C -1.322 0.853 0.474  -0.627
C -1.223 -0.649 0.641  0.096
C -2.565 -1.353 0.454  -0.626
O -0.317 -1.228 -0.296  -0.767
H -1.868 1.301 1.308  0.210
H -1.766 1.186 -0.463  0.215
H -0.317 1.290 0.530  0.193
H -0.871 -0.884 1.656  0.161
H -3.104 -1.421 1.405  0.210
H -2.390 -2.394 0.182  0.232
H -3.222 -0.854 -0.254  0.211
H 0.597 -0.921 -0.194  0.496
C -1.327 0.457 -4.243  -0.623
C -0.318 -0.628 -3.876  0.102
C 0.920 -0.043 -3.226  -0.636
O -0.937 -1.618 -3.075  -0.749
H -1.525 1.140 -3.417  0.196
H -2.265 -0.030 -4.511  0.220
H -0.970 0.989 -5.129  0.201
H 0.001 -1.123 -4.801  0.155
H 1.401 0.693 -3.874  0.211
H 1.660 -0.805 -2.975  0.209
H 0.671 0.498 -2.305  0.197
H -0.602 -1.591 -2.164  0.499
C -2.405 4.116 3.250  -0.246
O -2.165 4.373 4.641  -0.731
H -3.398 4.499 3.032  0.184
H -1.605 4.575 2.668  0.167
H -2.411 3.040 3.054  0.161
H -1.677 3.647 5.035  0.466
C 2.938 0.286 0.464  -0.255
O 2.496 -1.001 0.036  -0.757
H 2.078 0.850 0.809  0.188
H 3.725 0.207 1.217  0.178
H 3.376 0.853 -0.368  0.176
H 3.261 -1.522 -0.222  0.489
C 3.210 -2.910 2.570  -0.243
O 1.824 -2.777 2.388  -0.730
H 3.716 -3.204 1.646  0.150
H 3.647 -2.002 2.998  0.154
H 3.383 -3.709 3.291  0.185
H 1.663 -2.188 1.643  0.480

# 5
ORCA calculation (the ωB97M-V functional and the def2-TZVPD basis) on a molecular structure, C14H10F3N4O4PdSSe at a distorted geometry.

Computed properties:
Energy relative to the best compared isomer or geometry (same formula, charge and spin) = 1.3753 eV
Total charge = -1
HOMO-LUMO gap (alpha / beta) = 6.24 / 6.25 eV
Strongest force on any atom = 4.9 eV/Å
Spin multiplicity = 1
LUMO level (alpha / beta) = 1.33 / 1.34 eV
HOMO (alpha / beta) = -4.91 / -4.91 eV

Last column: natural (NBO) charge in e.
Element x y z (Å)
Pd -0.257 -0.418 0.335  1.082
O -0.248 3.791 0.185  -0.678
C -0.513 2.588 0.272  0.584
N 0.334 1.590 0.453  -0.555
C 1.735 1.933 0.522  -0.270
C 2.562 0.701 0.696  0.254
C 3.847 0.614 0.180  -0.254
C 4.578 -0.540 0.387  -0.145
C 4.002 -1.584 1.093  -0.273
C 2.711 -1.422 1.557  0.085
N 2.007 -0.302 1.380  -0.476
C -1.935 2.114 0.219  0.155
C -2.986 3.000 0.370  -0.224
C -4.277 2.503 0.361  -0.157
C -4.474 1.140 0.185  -0.259
C -3.368 0.325 0.033  0.070
N -2.128 0.809 0.049  -0.399
H 1.909 2.604 1.371  0.211
H 2.053 2.476 -0.372  0.209
H 4.250 1.435 -0.399  0.216
H 5.582 -0.631 -0.008  0.210
H 4.529 -2.513 1.260  0.219
H 2.201 -2.219 2.084  0.213
H -2.754 4.049 0.495  0.246
H -5.122 3.167 0.497  0.212
H -5.466 0.710 0.170  0.223
H -3.464 -0.746 -0.098  0.235
F -1.701 -1.525 -2.067  -0.334
C -0.685 -2.233 -2.590  0.694
F -0.991 -3.524 -2.489  -0.312
F -0.614 -1.916 -3.890  -0.326
S 0.934 -1.871 -1.771  2.317
O 1.882 -2.527 -2.631  -0.963
O 0.998 -0.406 -1.772  -1.003
O 0.794 -2.458 -0.429  -0.999
Se -2.608 -4.340 1.284  -0.272
C -1.883 -2.724 1.458  0.139
N -1.435 -1.648 1.621  -0.676

# 6
ORCA calculation (the ωB97M-V functional and the def2-TZVPD basis) on a molecular structure, C27H29CaN6O3SSe2 at a distorted geometry.

Computed properties:
Total charge = -1
HOMO-LUMO gap = 5.60 eV
Strongest force on any atom = 2.4 eV/Å
Spin multiplicity = 1
LUMO level = 2.18 eV
HOMO = -3.42 eV

Last column: Löwdin charge in e.
Element x y z (Å)
Ca 0.423 0.958 0.817  1.068
N 4.539 -0.052 2.568  0.036
C 3.446 0.521 1.971  -0.897
S 2.133 0.967 3.008  0.482
N 3.642 0.735 0.670  -0.022
N 2.523 1.074 -0.014  -0.151
C 2.635 1.525 -1.204  -0.107
C 1.408 1.770 -1.989  -0.314
C 1.456 2.455 -3.199  -0.029
C 0.280 2.729 -3.869  -0.079
C -0.923 2.290 -3.338  -0.090
C -0.885 1.585 -2.150  -0.168
N 0.243 1.315 -1.492  -0.031
H 4.392 -0.409 3.494  0.056
H 5.173 -0.540 1.958  0.078
H 3.603 1.756 -1.641  0.119
H 2.411 2.792 -3.580  0.112
H 0.296 3.301 -4.789  0.106
H -1.867 2.510 -3.815  0.103
H -1.798 1.223 -1.690  0.117
C 2.547 -5.099 3.148  -0.089
O 1.169 -5.049 3.480  -0.085
C 0.459 -3.992 2.999  -0.287
C -0.893 -3.945 3.423  -0.035
C -1.667 -2.902 3.010  -0.051
C -1.173 -1.859 2.189  -0.102
C -2.023 -0.742 1.840  -0.376
C -3.520 -0.868 2.021  -0.019
O -1.605 0.330 1.370  -0.130
C 0.189 -1.938 1.714  -0.372
O 0.688 -1.104 0.900  -0.300
C 0.978 -3.040 2.166  0.054
H 2.951 -5.975 3.649  0.085
H 3.069 -4.205 3.496  0.093
H 2.694 -5.196 2.070  0.092
H -1.269 -4.719 4.078  0.104
H -2.692 -2.858 3.360  0.100
H -3.899 -1.752 1.505  0.085
H -3.989 0.026 1.616  0.081
H -3.780 -0.954 3.078  0.082
H 1.998 -3.058 1.812  0.111
C 0.258 -0.842 -5.036  -0.040
N -0.341 -2.071 -4.545  -0.133
C -1.402 -2.741 -5.134  -0.065
C -1.714 -3.771 -4.330  -0.066
N -0.842 -3.728 -3.254  -0.140
C -0.882 -4.597 -2.091  -0.048
C 0.008 -2.669 -3.371  -0.747
Se 1.289 -2.150 -2.182  0.676
H 0.346 -0.891 -6.121  0.089
H 1.241 -0.741 -4.585  0.046
H -0.340 0.023 -4.751  0.075
H -1.829 -2.427 -6.070  0.114
H -2.467 -4.533 -4.430  0.113
H -1.319 -5.551 -2.377  0.085
H -1.464 -4.144 -1.289  0.095
H 0.132 -4.738 -1.727  0.054
Se -0.074 4.144 0.073  0.501
C -0.710 5.419 1.334  -0.734
C -1.315 6.611 0.911  -0.172
C -1.792 7.545 1.824  -0.130
C -1.676 7.322 3.191  -0.141
C -1.071 6.149 3.628  -0.123
C -0.595 5.214 2.717  -0.154
H -1.410 6.793 -0.153  0.076
H -2.259 8.455 1.464  0.086
H -2.049 8.049 3.903  0.081
H -0.966 5.960 4.691  0.089
H -0.120 4.307 3.069  0.083

Number 1: calculated total energy -50908.57116 eV. Number 2: calculated total energy -151264.71833 eV. Number 3: calculated total energy -18168.97424 eV. Number 4: calculated total energy -20023.14912 eV. Number 5: calculated total energy -116646.33339 eV. Number 6: calculated total energy -203524.28495 eV.